Record 1
C10H13ClO | the ωB97M-V functional and the def2-TZVPD basis

Last column: Mulliken charge in e.
Positions of all 25 atoms, in Å:
C 2.3934 1.6782 -1.9617  -0.71
H -1.3005 -0.3488 -1.1771  0.14
O 1.1330 -0.3841 -1.4895  -0.23
H -1.3748 2.3504 -1.0164  0.40
H 1.7987 -2.3262 -1.6661  0.30
C -1.6001 -1.6003 1.8571  -0.08
C -0.9207 2.1439 -0.0773  -0.53
H 1.4725 2.1567 -2.2273  0.29
H 0.3017 -1.9809 -0.4777  0.09
C -1.0956 0.9507 0.6001  0.67
H -2.8688 0.2402 -0.4766  0.44
H -1.7239 -2.4921 2.5480  0.28
C -0.5949 0.6227 1.9281  -0.49
Cl 0.0048 3.4806 0.4065  -0.19
C -0.8468 -0.5724 2.4835  -0.26
C 1.3751 -1.6127 -0.8755  -0.71
H 1.9542 -1.6162 -0.0413  0.43
H -0.5343 -0.8685 3.5682  0.22
C 2.3759 0.3803 -1.5849  0.05
H -0.0450 1.4618 2.4100  0.28
H 3.3131 -0.1197 -1.3210  0.29
H -2.6850 -2.1393 0.1338  0.39
C -2.0755 -1.4184 0.6265  -0.85
H 3.4249 2.1169 -2.0306  0.21
C -1.8815 -0.1024 -0.1388  -0.42

Calculated values
SMILES: Cl/C=C1\C=CC=CC1.C=COC
energy relative to the best compared isomer or geometry (same formula, charge and spin): 65.1 kcal per mole
max |F|: 5.5 eV Å⁻¹
HOMO: -7.64 eV
orbital gap: 7.8 eV



Record 2
H20O10 | the ωB97M-V functional and the def2-TZVPD basis

Last column: Mulliken charge in e.
Positions of all 30 atoms, in Å:
H -1.3733 2.5256 -0.6546  0.30
O 1.3246 -1.0178 0.8188  -0.67
H 0.1083 3.8549 -2.5695  0.30
H 0.0145 2.8596 -0.1100  0.32
H -1.7054 2.3508 2.9073  0.29
O 1.5693 -1.9823 -1.1091  -0.51
H -3.2715 -3.5018 3.0681  0.30
O -0.6281 2.1367 -0.1006  -0.61
H 4.9310 -0.3636 0.1028  0.28
H 3.3648 0.3399 -1.5582  0.28
H 0.5329 -1.0924 1.3437  0.28
H 1.7175 -2.7326 -1.6767  0.23
H 4.3691 0.2288 1.4480  0.32
O -2.2405 0.3976 -2.7684  -0.61
H -2.3087 0.1614 -1.8063  0.32
H 0.8540 2.5786 -2.8836  0.33
O 4.3998 -0.5672 0.8787  -0.60
H -3.0617 -2.2277 -0.7961  0.33
H 2.2438 0.1099 -2.6156  0.28
H 1.0294 -2.2425 -0.3008  0.32
H 1.3237 -0.1111 0.3505  0.36
H -3.0667 -1.5344 0.6089  0.29
H -1.7515 -0.3527 -3.0290  0.29
O -2.6866 -3.6576 3.7498  -0.60
O -1.5127 2.5286 3.7950  -0.61
O 0.9814 3.4757 -2.4011  -0.63
O 2.3857 0.5902 -1.8007  -0.58
O -3.3751 -1.4134 -0.3049  -0.63
H -2.2667 2.0526 4.1943  0.32
H -1.9015 -3.3936 3.2195  0.31

Calculated values
SMILES: O.O.O.O.O.O.O.O.O.O
energy relative to the best compared isomer or geometry (same formula, charge and spin): 117.2 kcal per mole
max |F|: 3.6 eV Å⁻¹
HOMO: -10.62 eV
orbital gap: 10.2 eV



Record 3
CH3INOP | the ωB97M-V functional and the def2-TZVPD basis

Last column: Mulliken charge in e.
Positions of all 8 atoms, in Å:
N 1.6510 1.5806 0.2601  -0.14
H -4.5187 -2.6193 -1.6799  0.00
H -0.4423 0.7624 -0.6004  0.01
O 0.5564 -0.6777 1.1249  -0.52
C 2.4576 2.0520 0.9279  0.12
I 3.8669 2.1540 2.2946  0.37
P 0.8204 -0.0409 -0.1805  0.15
H -4.3913 -3.2111 -2.1466  0.00

Calculated values
energy relative to the best compared isomer or geometry (same formula, charge and spin): 70.3 kcal per mole
max |F|: 2.3 eV Å⁻¹
HOMO (alpha / beta): -8.04 / -8.04 eV
orbital gap (alpha / beta): 6.7 / 6.7 eV



Record 4
C12H30F5GaI2O10P | the ωB97M-V functional and the def2-TZVPD basis

Last column: Mulliken charge in e.
Positions of all 61 atoms, in Å:
C -0.4438 1.4742 -2.6298  0.60
H -2.4020 -3.7149 3.5496  0.30
C 1.1637 -1.3014 -3.5264  -0.29
H -0.9346 3.2807 -6.3490  0.24
H 5.9254 -1.8798 1.1079  0.21
C -1.9609 -2.8333 4.0199  -0.61
H -0.1336 0.4244 2.4215  0.51
Ga 0.2859 -0.3304 -1.9373  -0.44
H 2.2573 5.7751 3.8972  0.19
H 0.9042 6.9138 3.7727  0.26
H -0.8474 0.3672 0.8214  0.17
H -0.4427 5.0059 3.5957  0.25
C 1.6700 -0.2904 -0.4327  -0.72
C -5.7333 -2.4317 5.3815  -0.52
O 1.0682 3.1401 -5.8021  -0.59
C 1.2003 5.9159 4.1116  -0.52
H 1.8409 -1.3310 -0.1392  0.27
O 0.4962 4.8982 3.4201  -0.40
O 2.0013 0.6379 -4.7134  -0.23
P -1.4994 -1.8207 -1.3878  0.91
H -2.7955 -2.9022 -2.7493  0.29
C 2.2093 -0.6437 -4.3506  -0.05
H -0.0656 -3.2628 -0.7029  0.32
O -0.8973 -3.3431 -1.1884  -0.54
H 1.6420 -2.2028 -3.1455  0.34
O -2.4026 -1.4483 -0.2784  -0.69
H -6.5333 -3.0300 4.9375  0.26
C 1.3475 0.4084 0.8937  -0.27
F -2.6941 1.1111 -1.9886  -0.23
C -1.7379 2.0337 -2.0219  0.93
H 5.7304 -2.9885 -0.2573  0.27
H 0.1448 4.5833 -6.8906  0.28
I 1.5335 2.5649 0.9208  0.04
H 1.0505 5.8471 5.1939  0.24
O -0.8353 -2.3635 3.2836  -0.39
H -0.1773 -3.0646 3.2740  0.23
H 3.7686 -3.6732 0.7998  0.26
O -4.5555 -3.2037 5.5792  -0.45
C 5.5307 -2.8472 0.8079  -0.61
H 6.0370 -3.6313 1.3803  0.29
I 3.6078 0.2876 -1.1687  -0.07
H -5.4784 -1.6279 4.6955  0.21
H -4.7653 -3.9221 6.1821  0.27
H 2.6916 0.8564 -5.3563  0.29
C -0.0875 3.9120 -6.0639  -0.56
H 0.3294 -1.6084 -4.1620  0.38
F 0.4621 2.5038 -2.5919  -0.24
O -2.3332 -2.0519 -2.7691  -0.51
H -0.0699 -1.0726 1.5431  0.23
H -6.0874 -1.9954 6.3198  0.26
C -0.0134 0.0053 1.4202  -1.12
H -0.3744 4.5097 -5.1935  0.22
F -0.7662 1.2957 -3.9713  -0.30
O 3.2242 -1.2100 -4.7139  -0.66
H 0.8646 2.5392 -5.0756  0.38
F -1.5465 2.4994 -0.7895  -0.21
H 2.0960 0.1013 1.6253  0.62
H -2.6968 -2.0359 4.0206  0.15
O 4.1359 -2.8285 1.0739  -0.41
H -1.6943 -3.0676 5.0540  0.28
F -2.2139 3.0664 -2.7571  -0.29

Calculated values
max |F|: 0.9 eV Å⁻¹
HOMO: -5.64 eV
orbital gap: 7.8 eV
charge: -1



Q: What is the formula in the third record?
A: CH3INOP



Q: Among the records above, which one has the highest max |F|?
A: C10H13ClO



Q: Among the records above, which one has the lowest max |F|?
A: C12H30F5GaI2O10P



Q: max |F| of number 3 (CH3INOP)?
A: 2.3 eV Å⁻¹